# 1
C5H8O | the ωB97M-V functional and the def2-TZVPD basis

Element x y z (Å)
C: -1.8185 0.5592 0.3139
C: -0.5094 -0.0428 -0.1176
C: 0.6172 -0.7787 0.6779
C: 1.6444 -0.1055 -0.2167
C: 0.4743 0.3397 -1.1533
O: -0.4648 -0.6990 -1.3887
H: -1.6681 1.2804 1.1236
H: -2.5114 -0.2109 0.6754
H: -2.3086 1.0735 -0.5214
H: 0.9526 -0.6780 1.7091
H: 0.5342 -1.8412 0.4336
H: 2.0133 0.8329 0.2125
H: 2.5158 -0.7725 -0.2747
H: 0.4209 1.1840 -1.8428

- HOMO energy: -9.7 eV
- Molar mass: 84.12 g mol⁻¹
- Energy: -270.46184 Ha
- Net charge: 0
- Spin multiplicity: 1
- Frontier orbital gap: 10.77 eV

Atomic partial charges in e from the Löwdin method, atoms 1 to 4: number 1, C, carries -0.0015; number 2, C, carries -0.4171; number 3, C, carries -0.1011; number 4, C, carries -0.1237


# 2
C42H48N9O3SV | the ωB97M-V functional and the def2-TZVPD basis

Element x y z (Å)
V: 0.3844 -0.3915 0.5659
C: 6.8420 2.5232 -1.0700
C: 5.6256 1.6184 -0.9976
C: 5.1302 0.8858 -2.0803
C: 3.9543 0.0806 -2.0837
C: 3.4503 -0.5696 -3.2342
N: 3.3516 0.0502 -4.4349
C: 2.9870 1.4672 -4.5125
C: 1.7614 1.6733 -5.4247
C: 0.4394 1.0918 -4.8432
N: 0.2067 1.5254 -3.4690
C: -0.4822 2.6327 -3.1988
C: -0.9600 3.0459 -1.9446
C: -1.7480 4.2028 -1.9214
C: -2.1291 4.8634 -0.7368
C: -2.9270 6.1374 -0.9090
C: -1.7720 4.2651 0.4559
C: -1.1103 3.0020 0.4968
C: -0.8352 2.3682 1.7497
N: -0.5537 1.1389 1.9990
C: -0.5267 0.9203 3.4478
C: 0.9063 1.0769 4.0245
C: 1.8349 0.0251 3.4296
N: 1.9105 0.1487 1.9134
C: 2.8945 0.8139 1.3973
C: 3.6152 0.7533 0.1683
C: 4.7948 1.5463 0.1157
C: 3.0689 -0.0141 -0.9312
O: 1.9768 -0.6622 -0.8914
C: -0.6969 2.3459 -0.7007
O: -0.0843 1.2071 -0.7323
H: 6.8823 3.0990 -1.9783
H: 7.7622 1.9348 -1.0310
H: 6.8139 3.1975 -0.2052
H: 5.7198 0.8561 -2.9825
H: 2.8727 -1.4939 -3.0875
H: 3.3874 -0.4084 -5.3382
H: 3.8366 2.0593 -4.8580
H: 2.7191 1.8180 -3.4958
H: 1.8795 1.2224 -6.4056
H: 1.6924 2.7488 -5.5834
H: 0.4397 -0.0214 -4.8678
H: -0.3769 1.4138 -5.4571
H: 0.4836 0.9171 -2.6911
H: -0.8375 3.2171 -4.0555
H: -2.0139 4.6854 -2.8755
H: -2.7708 6.5301 -1.9268
H: -2.6222 6.8900 -0.1635
H: -3.9916 5.9635 -0.7873
H: -2.0560 4.7238 1.3913
H: -0.9215 3.0473 2.6140
H: -0.9085 -0.0523 3.6710
H: -1.2091 1.6557 3.8801
H: 0.8892 1.0480 5.0945
H: 1.2840 2.0595 3.7086
H: 1.5040 -0.9742 3.6978
H: 2.8737 0.1303 3.8450
H: 3.2807 1.5976 2.0748
H: 4.9987 2.1712 0.9836
C: 1.7264 -4.3539 -0.4149
C: 0.8890 -3.1643 -0.2392
N: 0.7337 -2.4843 0.9285
N: 1.0736 -3.0264 2.0667
C: 0.0966 -2.7434 2.9886
O: -0.8552 -1.9270 2.8901
C: 0.4526 -3.4774 4.2397
C: 1.5816 -4.3276 4.3977
C: 1.9233 -4.7945 5.6357
C: 1.1204 -4.5406 6.7203
C: -0.0075 -3.7743 6.5694
C: -0.2712 -3.1383 5.3792
C: 0.1715 -2.6646 -1.3981
C: 0.1263 -3.2570 -2.6972
C: -0.5727 -2.6154 -3.6943
C: -1.3929 -1.5325 -3.3394
C: -1.3594 -1.0279 -2.0404
N: -0.5316 -1.5048 -1.1095
H: 2.2793 -4.6273 0.4930
H: 1.0853 -5.1759 -0.7325
H: 2.4614 -4.1793 -1.2093
H: 2.2054 -4.5708 3.5430
H: 2.8145 -5.3810 5.7701
H: 1.3674 -4.9542 7.6904
H: -0.6716 -3.6657 7.4227
H: -1.0093 -2.3414 5.3725
H: 0.6755 -4.1908 -2.8752
H: -0.6000 -3.0095 -4.6980
H: -2.0135 -1.0749 -4.0791
H: -2.0304 -0.2359 -1.7184
S: -3.1516 -0.1976 0.9103
C: -4.7680 -0.5360 0.5213
N: -5.2264 -1.7771 0.5235
C: -6.6392 -2.1412 0.5561
C: -7.4466 -0.9836 1.1490
C: -7.1083 0.2691 0.3386
N: -5.6417 0.4435 0.2813
H: -4.5561 -2.5331 0.6085
H: -6.7669 -3.0942 1.0807
H: -6.9682 -2.3595 -0.4601
H: -7.2455 -0.7714 2.2080
H: -8.5138 -1.1797 1.1162
H: -7.5496 1.1766 0.7700
H: -7.4786 0.2284 -0.6842
H: -5.3285 1.4079 0.4005

- HOMO energy (spin up / spin down): -14.3 / -14.3 eV
- Molar mass: 809.92 g mol⁻¹
- Energy: -3689.06652 Ha
- Net charge: +3
- Spin multiplicity: 2
- Frontier orbital gap (spin up / spin down): 4.74 / 4.65 eV

Atomic partial charges in e from the Löwdin method, atoms 1 to 4: number 1, V, carries 1.1933; number 2, C, carries -0.0091; number 3, C, carries -0.2150; number 4, C, carries 0.0653


# 3
C40H44MgN12O2P | the ωB97M-V functional and the def2-TZVPD basis

Element x y z (Å)
Mg: -0.3454 -0.9675 -0.2058
C: -2.0809 1.9694 3.8218
O: -0.6626 1.8282 3.6174
C: -0.5060 1.2813 2.4083
N: -1.5311 1.0256 1.7097
C: -2.7004 1.3967 2.5149
C: -3.6717 2.3310 1.8251
C: -4.7038 2.8875 2.5768
C: -5.6528 3.7002 1.9778
C: -5.5823 3.9567 0.6161
C: -4.5628 3.3939 -0.1355
C: -3.6033 2.5856 0.4626
C: 0.8710 0.9839 1.9902
C: 1.9289 1.3493 2.8168
C: 3.2237 1.0467 2.4315
C: 3.4209 0.4156 1.2161
C: 2.3074 0.0983 0.4505
N: 1.0471 0.3489 0.8223
C: 2.4451 -0.5936 -0.8357
N: 1.4419 -0.9422 -1.5437
C: 1.9652 -1.6606 -2.7157
C: 3.5044 -1.6469 -2.4804
O: 3.6608 -0.8932 -1.2545
C: 1.5701 -1.0685 -4.0526
C: 2.1383 -1.6243 -5.1971
C: 1.8428 -1.1174 -6.4514
C: 0.9505 -0.0624 -6.5785
C: 0.3587 0.4693 -5.4451
C: 0.6760 -0.0156 -4.1814
H: -2.3168 3.0196 3.9812
H: -2.3526 1.4018 4.7098
H: -3.2589 0.4818 2.7401
H: -4.7778 2.6709 3.6368
H: -6.4540 4.1239 2.5681
H: -6.3300 4.5778 0.1412
H: -4.5379 3.5705 -1.2055
H: -2.8066 2.1269 -0.1115
H: 1.7229 1.8597 3.7468
H: 4.0625 1.3043 3.0635
H: 4.4086 0.1622 0.8579
H: 1.5840 -2.6837 -2.6831
H: 4.0498 -1.1404 -3.2726
H: 3.9279 -2.6364 -2.3220
H: 2.8208 -2.4625 -5.1089
H: 2.3038 -1.5495 -7.3293
H: 0.7112 0.3381 -7.5542
H: -0.3637 1.2690 -5.5561
H: 0.2305 0.4209 -3.2932
N: -1.8707 -2.8707 3.0259
C: -0.6253 -2.9822 3.5868
C: 0.2443 -2.4682 2.6698
N: -0.4514 -2.0568 1.5657
C: -1.7303 -2.3075 1.8037
C: -2.7582 -1.9207 0.8646
N: -2.4898 -1.1485 -0.1768
C: -3.6754 -0.9462 -0.8229
C: -4.6764 -1.6005 -0.1643
N: -4.0799 -2.2155 0.9020
H: -2.7212 -3.1786 3.4698
H: -0.4642 -3.3999 4.5654
H: 1.3168 -2.3895 2.7342
H: -3.7413 -0.3564 -1.7208
H: -5.7326 -1.6794 -0.3532
H: -4.5604 -2.8081 1.5592
C: -0.5168 6.0112 -3.2274
N: -1.7765 5.7094 -2.4009
C: -2.8839 5.2919 -3.3756
N: -2.4655 4.1994 -4.1776
C: -1.2554 4.5375 -4.9233
N: -0.1690 4.8874 -4.0156
C: 0.3176 3.7523 -3.2394
P: -0.9937 2.9864 -2.1308
C: -1.5107 4.6448 -1.3890
C: -2.3348 2.9464 -3.4447
H: 0.2776 6.2725 -2.5290
H: -0.7472 6.8672 -3.8622
H: -2.0684 6.5638 -1.9221
H: -3.0923 6.1589 -4.0034
H: -3.7684 5.0402 -2.7916
H: -1.4623 5.3838 -5.5798
H: -0.9590 3.6883 -5.5348
H: 1.1500 4.0788 -2.6116
H: 0.7033 2.9937 -3.9205
H: -0.7033 4.9827 -0.7369
H: -2.3982 4.5087 -0.7703
H: -3.2896 2.6911 -2.9789
H: -2.0960 2.1489 -4.1519
N: -2.2768 -5.9139 -3.5117
C: -1.7280 -4.9038 -2.8196
C: -1.7165 -3.5829 -3.3129
C: -1.1860 -2.5817 -2.5434
N: -0.6392 -2.7665 -1.3277
C: -0.6094 -4.0311 -0.8788
C: -1.1323 -5.1026 -1.5585
H: -2.6215 -5.7690 -4.4442
H: -2.2509 -6.8555 -3.1621
H: -2.1222 -3.3654 -4.2926
H: -1.1694 -1.5608 -2.9144
H: -0.1204 -4.1884 0.0755
H: -1.0742 -6.0983 -1.1384

- HOMO energy: -15.2 eV
- Molar mass: 780.15 g mol⁻¹
- Energy: -2899.04293 Ha
- Net charge: +3
- Spin multiplicity: 1
- Frontier orbital gap: 7.84 eV

Atomic partial charges in e from the Löwdin method, atoms 1 to 4: number 1, Mg, carries 0.6740; number 2, C, carries -0.0435; number 3, O, carries 0.0334; number 4, C, carries -0.3234


# 4
C12H34KN3OP3 | the ωB97M-V functional and the def2-TZVPD basis

Element x y z (Å)
K: -0.2092 1.8717 1.4647
C: -1.8217 -0.7917 -1.1923
P: -2.3439 -0.4818 0.5378
C: -2.7780 -2.1798 1.0734
C: -4.0527 0.1714 0.2675
C: -4.1152 1.5338 -0.4254
P: -3.2452 2.8906 0.4719
C: -3.7462 4.3182 -0.5573
C: -4.3597 3.1131 1.9115
H: -2.5770 -1.3483 -1.7517
H: -0.8939 -1.3645 -1.1899
H: -1.6225 0.1469 -1.7118
H: -3.4440 -2.6670 0.3584
H: -3.2739 -2.1447 2.0440
H: -1.8823 -2.7917 1.1825
H: -4.5391 0.2258 1.2451
H: -4.6106 -0.5616 -0.3224
H: -5.1591 1.8276 -0.5696
H: -3.6760 1.4661 -1.4249
H: -4.8290 4.3519 -0.6919
H: -3.2735 4.2562 -1.5381
H: -3.4230 5.2499 -0.0932
H: -5.4023 3.1957 1.5967
H: -4.0876 4.0253 2.4437
H: -4.2708 2.2836 2.6137
C: 1.6249 0.2043 -2.5275
N: 2.6273 -0.3529 -1.6369
C: 3.5700 -1.2602 -2.2695
P: 2.5264 -0.1575 -0.0054
O: 1.9411 1.1682 0.3378
N: 1.6141 -1.4061 0.6052
C: 1.3901 -1.4735 2.0422
C: 1.3404 -2.6431 -0.1059
N: 4.0304 -0.3353 0.6433
C: 4.9894 0.7511 0.4765
C: 4.6117 -1.5979 1.0659
H: 2.1120 0.6364 -3.4042
H: 1.0835 0.9957 -2.0172
H: 0.9178 -0.5554 -2.8793
H: 4.0946 -0.7483 -3.0792
H: 3.0691 -2.1363 -2.6951
H: 4.3090 -1.6073 -1.5515
H: 1.7301 -0.5541 2.5191
H: 1.9415 -2.3034 2.4966
H: 0.3265 -1.6157 2.2577
H: 1.3839 -2.4815 -1.1802
H: 0.3365 -2.9924 0.1464
H: 2.0447 -3.4406 0.1576
H: 4.4668 1.6681 0.2152
H: 5.7175 0.5198 -0.3079
H: 5.5316 0.9147 1.4098
H: 3.8551 -2.3785 1.0843
H: 5.0356 -1.5007 2.0679
H: 5.4147 -1.9143 0.3918

- HOMO energy: -11.3 eV
- Molar mass: 368.44 g mol⁻¹
- Energy: -2341.06190 Ha
- Net charge: +1
- Spin multiplicity: 1
- Frontier orbital gap: 8.83 eV

Atomic partial charges in e from the Löwdin method, atoms 1 to 4: number 1, K, carries 0.6653; number 2, C, carries -0.2806; number 3, P, carries 0.7892; number 4, C, carries -0.2890


Going through the records in order, we get maximum force values of 1.5, 3.6, 0.7, 0.2 eV/A.